Here is C40H39F6N6O8PtS2 as an isolated structure in a non-equilibrium geometry from the Open Molecules 2025 dataset. Energies are from wB97M-V/def2-TZVPD.

Values from the calculation:
- net charge = -1
- HOMO energy (spin up / spin down) (eV) = -4.3 / -2.4

Atoms and positions in Å:
H 2.806 5.948 1.671
C 1.468 2.933 -4.011
H 3.811 4.390 -2.182
H -0.142 -0.806 5.527
C 5.001 -1.222 2.125
O -3.432 -0.277 0.672
H -0.979 -5.979 -2.019
H 2.216 2.468 -4.650
O 3.583 0.458 4.988
C -1.022 -6.248 -0.958
O 2.477 -0.955 2.063
H 3.959 6.214 -0.519
C 3.317 4.287 -1.218
C -4.425 -5.851 0.693
C 2.634 3.107 -0.916
N -1.163 -3.487 -0.454
H -0.095 -5.909 -0.490
C -2.657 3.112 -0.348
H -0.002 1.992 -1.123
C 2.061 -3.039 -1.941
H -5.129 0.852 -0.894
H 1.781 -3.164 -0.895
F 4.824 -2.443 1.583
C 0.016 -2.799 3.717
C -2.258 -4.258 -0.022
C 4.599 2.832 4.463
C 2.021 2.897 0.336
C -2.222 -5.635 -0.287
O -1.518 0.913 0.764
C 2.085 3.980 1.228
H -2.212 -1.613 -4.910
C -3.315 -6.411 0.076
C -3.346 1.884 -0.312
C -3.370 -3.690 0.599
H -3.408 -2.623 0.771
C 0.064 2.564 -2.048
H -0.833 1.542 5.164
C -4.446 -4.491 0.954
S 3.591 -0.097 1.657
O 2.136 2.131 3.928
F 6.160 -0.739 1.654
H -0.835 -3.488 3.678
C 3.404 5.312 -0.290
C -0.789 -0.956 2.202
H -5.309 -4.035 1.425
C 2.764 5.155 0.932
C -1.259 -1.491 -2.993
H 1.610 -3.503 -4.558
H -6.115 2.825 -2.059
H -2.695 5.156 -1.000
O -4.355 6.257 -2.330
C -1.332 -1.864 -4.329
H -2.092 -0.984 -2.513
C -1.119 1.277 3.069
H 1.592 3.901 2.189
C -5.148 2.877 -1.583
H 0.144 3.620 -1.803
H -0.817 2.388 -2.668
F 5.109 2.571 5.673
H 2.474 -3.972 -2.324
N -4.997 5.208 -2.297
C -4.445 4.092 -1.623
H 0.527 3.014 -4.553
H -1.318 -2.844 1.727
H 3.382 2.096 -2.659
H -1.063 -7.334 -0.891
N -0.982 -2.013 1.273
H 0.746 -3.099 2.963
N 4.053 1.130 2.569
H 1.065 1.162 -3.066
C 0.894 -2.577 -2.771
C 0.810 -2.914 -4.120
H -0.328 -2.869 -5.942
F 5.613 2.973 3.610
O -6.098 5.090 -2.834
C -0.407 -1.372 3.489
F 5.130 -1.382 3.443
H 0.483 -2.895 4.696
H -1.392 2.307 2.875
O 3.933 0.053 0.259
S 3.407 1.461 3.976
H -5.267 -6.477 0.966
H 2.844 -2.281 -1.950
N 1.273 2.121 -2.796
C -1.076 0.402 1.988
C -0.746 -2.217 -0.042
H -3.293 -7.475 -0.129
C -2.834 0.734 0.411
H 1.800 3.928 -3.721
F 3.957 4.005 4.540
C 2.547 2.043 -1.959
C -4.604 1.798 -0.936
H -0.733 -3.800 -1.307
N -0.142 -1.419 -0.854
C -0.150 -1.821 -2.202
C -0.282 -2.563 -4.904
H -1.701 3.194 0.156
C -0.431 -0.471 4.538
C -3.198 4.200 -0.988
H 2.555 1.075 -1.457
Pt 1.410 1.077 1.029
C -0.810 0.845 4.337

Here is C40H39GeN7OPTc as an isolated structure from the Open Molecules 2025 dataset. Energies are from wB97M-V/def2-TZVPD.

Values from the calculation:
- <S²> = 0.760
- net charge = +1
- HOMO energy (spin up / spin down) (eV) = -9.2 / -9.8
- spin multiplicity = 2

Atoms and positions in Å:
H -2.798 -1.476 -4.870
C 3.868 -0.301 -1.527
H -1.426 -4.429 5.477
H -2.261 -3.108 3.580
C -1.082 3.815 2.440
C -1.306 1.438 2.842
C -1.857 2.663 2.463
H 3.891 -2.053 2.388
H -1.218 0.506 5.641
H 1.591 -4.638 -3.904
C 0.824 -4.638 -1.892
C 4.778 -2.519 -1.313
C -1.233 -2.048 -3.525
H -2.911 2.725 2.212
N 0.603 3.934 -0.653
C 4.961 -1.145 -1.364
C -4.752 0.806 4.409
C 0.260 3.758 2.795
H 0.795 4.200 0.311
H -7.064 1.118 1.336
H 5.628 -3.177 -1.190
H 5.957 -0.729 -1.286
H -3.172 -2.088 1.359
H 3.720 -0.845 1.154
C 0.434 -5.418 -0.808
H 0.587 -3.094 2.319
N 0.219 1.713 -0.091
H 1.763 -7.095 -4.024
N -1.411 2.777 -1.137
H -0.469 -3.292 7.455
C -1.852 -2.599 4.445
H -1.254 -0.973 -6.733
C 0.530 -6.801 -0.883
H 1.180 -1.261 -6.438
C 3.501 -3.056 -1.435
H -1.535 4.763 2.174
N -0.202 2.812 -0.611
C 1.012 -7.399 -2.037
C 2.405 -2.217 -1.615
C 0.142 -2.212 -3.357
C 0.505 -1.483 -5.622
H -7.887 1.767 3.572
C -1.271 -0.577 5.598
H 1.083 -8.478 -2.096
C 1.303 -5.243 -3.053
H 3.364 -4.129 -1.401
H -6.410 1.557 5.541
C -6.415 1.034 2.198
C 1.368 -2.541 2.837
C -1.802 -1.205 4.472
C 1.397 -6.623 -3.122
N -0.785 0.866 -0.260
N 3.300 -1.450 1.845
C 0.825 2.545 3.165
H -4.113 0.712 5.281
H 0.886 -1.996 3.653
H 0.857 4.663 2.818
C -6.046 1.281 4.560
H 2.080 -2.043 -4.282
H -1.896 -2.268 -2.697
N -0.304 -2.471 -0.613
C -1.731 -1.601 -4.739
H 2.101 -3.229 3.252
C 1.974 -1.561 1.882
H -4.770 0.261 1.064
H -2.685 1.074 -1.212
C 2.596 -0.835 -1.652
H 0.041 -4.932 0.076
H 0.491 0.462 3.508
H 1.746 -0.174 -1.779
C -1.753 1.521 -0.916
C -0.863 -1.320 -5.785
H 4.009 0.772 -1.571
C -4.275 0.441 3.150
H -0.382 -0.824 7.535
C 1.010 -1.927 -4.409
C -0.841 -2.710 6.622
Tc -0.808 -1.098 0.510
C -0.791 -1.324 6.667
C -1.376 -3.348 5.512
P 0.709 -2.846 -1.765
H 0.060 4.654 -1.117
O 1.279 -0.835 1.150
H 0.220 -7.409 -0.044
C 0.044 1.398 3.193
C -2.409 -1.310 1.343
Ge -2.442 -0.161 2.956
C -6.876 1.398 3.454
C -5.119 0.556 2.047
H 1.868 2.497 3.451

Here is C40H39N2O7PS5SbY as an isolated structure in a non-equilibrium geometry from the Open Molecules 2025 dataset. Energies are from wB97M-V/def2-TZVPD.

Values from the calculation:
- net charge = -2
- HOMO energy (eV) = -2.4

Atoms and positions in Å:
H -3.859 -1.230 1.090
H -4.223 -3.150 -5.181
C -4.621 -0.425 -0.761
H 1.990 4.587 0.040
P 3.023 0.402 2.170
C 5.957 0.119 -1.362
Sb -2.068 1.627 2.376
S -0.758 2.272 0.541
C -4.322 0.139 -2.008
C -3.107 -2.894 -2.745
O -0.891 -2.726 0.914
H 4.678 -1.472 -2.017
C 1.641 2.367 3.478
H -2.699 1.442 -1.505
O -0.143 -0.256 -1.942
C -6.826 -0.963 -1.580
H -7.823 -1.509 -4.173
C 3.515 -0.628 4.725
C -3.017 0.793 -2.318
O 1.109 -2.210 -0.302
C -0.973 -3.052 -1.670
C -6.340 -1.480 0.792
Y -0.302 -0.453 0.645
H -0.598 -2.680 -4.999
H -7.817 -1.362 -1.401
H -8.436 0.065 -3.667
H 0.220 1.676 -3.750
C 5.003 -2.421 5.283
H 2.778 0.108 5.014
C 0.758 1.758 -2.820
C -5.906 -0.948 -0.543
C 4.077 -1.466 5.671
C 4.011 -0.631 -0.169
H -7.422 -1.606 0.812
N 2.058 2.986 -1.281
H -4.186 -2.857 -2.682
C 3.832 3.603 4.610
O 0.434 -4.549 -0.064
H -7.119 -0.033 -4.844
H -2.237 0.041 -2.449
H 0.443 3.790 4.517
O 1.721 -0.251 1.901
H -6.059 -0.778 1.573
S -2.329 3.284 3.906
H 0.741 -2.948 -2.920
C 0.639 0.704 -1.833
H 3.146 -1.276 -0.084
H 5.007 2.114 3.601
H 3.613 4.092 -0.457
C -7.535 -0.483 -3.945
H 7.042 1.732 -0.457
C -2.352 -3.036 -1.593
S 0.003 -3.169 -0.164
C 1.418 2.879 -2.471
C 4.866 -0.729 -1.254
H 1.472 3.751 -3.116
C 2.589 4.238 -0.804
H 2.423 4.907 5.550
C 5.340 -2.548 3.946
O 2.586 2.092 0.714
C -6.525 -0.454 -2.833
C 4.253 0.320 0.816
H -2.746 -2.854 -6.117
C 3.881 -0.715 3.388
C -1.095 -2.796 -4.043
C 2.916 1.898 3.206
C 5.347 1.164 0.711
C -0.340 -2.944 -2.892
H 5.522 1.915 1.467
H -3.092 1.386 -3.232
H 6.045 -3.309 3.638
C -5.274 0.101 -3.020
H 5.453 -3.071 6.021
H -2.820 -3.110 -0.624
C 4.784 -1.698 3.006
H 0.795 1.865 3.028
H -3.578 -1.520 -5.315
C 2.005 1.924 -0.372
C -2.484 -2.768 -3.982
S -1.126 -0.393 3.171
H 2.569 4.970 -1.611
C -3.304 -2.570 -5.225
S -4.241 1.158 1.450
H 4.692 4.086 5.058
H 6.611 0.057 -2.223
H 5.051 -1.798 1.963
O -2.345 -0.366 0.058
H -5.877 -2.445 1.004
C 4.017 2.513 3.778
C -3.603 -0.458 0.344
C 1.450 3.451 4.314
H 3.801 -1.373 6.713
H -5.035 0.541 -3.981
C 2.554 4.069 4.880
C 6.194 1.065 -0.377
N 1.380 0.811 -0.703

Sequential energy relative to the best compared isomer or geometry (same formula, charge and spin) output: 82.4, 0.0, 0.0 kcal per mole
Sequential electronic energy output: -108651.8612, -122587.2050, -130484.0385 eV